Entry 1:
This record from the OMol25 dataset describes C22H39Br3ClFN2O4P as an isolated structure in a non-equilibrium geometry. The level of theory is the ωB97M-V functional and the def2-TZVPD basis.

Kohn-Sham gap = 7.933 eV
2S+1 = 1
maximum force = 3.5 eV/A
LUMO = -0.1227 Ha
total charge = +1
HOMO level = -0.4143 hartree

Last column: Mulliken charge in e.
Positions of all 73 atoms, in Å:
C: -2.262 -0.786 3.191  -0.718
O: -2.478 -0.227 1.905  -0.281
C: -1.743 -0.738 0.860  -1.306
N: -0.359 -0.155 0.597  1.329
C: -0.467 1.317 0.926  -0.949
C: -1.511 2.154 0.141  -1.689
C: -2.417 3.029 1.059  0.514
C: -3.835 2.431 1.238  -1.346
C: -2.599 4.380 0.318  -1.748
C: -0.162 -0.367 -0.894  -0.602
C: -0.649 -1.688 -1.502  -2.509
O: -0.217 -2.914 -0.952  0.274
C: -0.714 -3.982 -1.611  0.671
C: -0.475 -5.346 -0.994  -1.273
O: -1.279 -3.904 -2.628  -0.473
C: 1.205 0.097 -1.441  -0.465
C: 1.184 0.323 -2.969  -1.469
C: 1.332 1.825 -3.381  1.079
C: 2.708 2.165 -4.012  -1.413
C: 0.264 2.127 -4.458  -1.878
C: 2.392 -0.714 -0.841  0.698
Br: 3.951 0.431 -1.377  0.007
P: 2.992 -2.320 -1.675  0.068
O: 1.871 -2.648 -2.843  -0.491
Br: 2.742 -4.146 -0.356  -0.199
C: 2.256 -0.601 0.728  -0.104
F: 3.111 -1.495 1.252  -0.417
Br: 3.099 1.114 1.299  -0.002
C: 0.794 -0.727 1.448  1.087
Cl: 0.626 -2.512 1.810  -0.113
N: 0.915 -0.086 2.690  -0.157
C: 1.320 -0.572 3.808  0.733
C: 0.468 -1.222 4.885  -1.261
C: 2.724 -0.326 4.324  -1.656
H: -3.198 -0.833 3.745  0.381
H: -1.633 -0.093 3.747  0.180
H: -1.808 -1.774 3.176  0.311
H: -1.794 -1.827 0.873  0.743
H: -2.339 -0.448 -0.002  0.354
H: 0.489 1.812 0.790  0.728
H: -0.706 1.492 1.968  0.970
H: -0.973 2.872 -0.482  0.119
H: -2.165 1.612 -0.544  0.810
H: -1.920 3.224 2.011  0.484
H: -4.601 3.181 1.045  0.489
H: -3.993 1.605 0.546  0.254
H: -3.981 2.067 2.254  0.187
H: -1.656 4.895 0.142  0.402
H: -3.107 4.140 -0.621  0.413
H: -3.304 4.989 0.880  0.469
H: -0.819 0.308 -1.445  0.172
H: -1.742 -1.699 -1.550  0.945
H: -0.377 -1.669 -2.558  0.611
H: -1.448 -5.827 -0.939  0.382
H: -0.023 -5.292 -0.008  0.202
H: 0.160 -5.878 -1.697  0.333
H: 1.355 1.103 -1.038  0.959
H: 1.976 -0.213 -3.482  0.531
H: 0.255 -0.004 -3.439  0.561
H: 1.101 2.501 -2.553  0.107
H: 2.615 2.671 -4.969  0.394
H: 3.308 1.268 -4.159  0.294
H: 3.258 2.810 -3.326  0.315
H: -0.746 2.048 -4.045  0.356
H: 0.369 1.467 -5.322  0.386
H: 0.391 3.151 -4.815  0.545
H: 2.319 -2.658 -3.704  0.405
H: 0.047 -2.171 4.555  0.253
H: 1.034 -1.412 5.792  0.513
H: -0.347 -0.557 5.167  0.346
H: 3.413 -1.110 3.999  0.248
H: 2.744 -0.339 5.413  0.619
H: 3.060 0.670 4.054  0.290



Entry 2:
This record from the OMol25 dataset describes an isolated ion of composition C22H39N4O4 and charge +1 in a non-equilibrium geometry. The level of theory is the ωB97M-V functional and the def2-TZVPD basis.

Kohn-Sham gap = 7.572 eV
2S+1 = 1
maximum force = 3.1 eV/A
LUMO = -0.1212 Ha
total charge = +1
HOMO level = -0.3994 hartree
SMILES string = C=CN(CCCCOC=O)c1nc(CC[C@H](C)CCC=C(C)C)n(OC[C@H](C)O)[nH+]1

Last column: Mulliken charge in e.
Positions of all 69 atoms, in Å:
C: -2.609 -1.305 -4.935  -0.685
C: -1.862 -0.365 -4.268  -0.410
N: -2.069 0.061 -2.907  0.311
C: -3.052 1.140 -2.604  -1.099
C: -2.247 2.513 -2.597  -0.708
C: -2.253 3.238 -1.212  -0.581
C: -3.677 3.570 -0.665  -0.458
O: -4.297 4.686 -1.298  -0.367
C: -4.924 4.347 -2.481  0.085
O: -5.939 3.754 -2.564  -0.418
C: -1.390 -0.424 -1.871  0.411
N: -0.428 -1.402 -2.051  -0.638
C: 0.040 -1.578 -0.786  0.239
C: 1.182 -2.588 -0.603  -0.368
C: 2.274 -2.314 -1.695  -1.293
C: 3.721 -2.209 -1.122  0.410
C: 4.178 -3.459 -0.310  -1.495
C: 3.874 -0.831 -0.371  -1.073
C: 4.266 -0.923 1.143  0.007
C: 4.080 0.494 1.748  -0.681
C: 3.878 0.719 3.052  0.746
C: 3.523 -0.509 3.951  -1.178
C: 3.995 2.117 3.692  -1.310
N: -0.575 -0.823 0.127  0.125
O: -0.357 -0.795 1.459  -0.341
C: -1.548 -1.386 2.093  -0.402
C: -2.346 -0.369 2.935  0.337
C: -3.311 -1.166 3.877  -1.453
O: -3.210 0.466 2.140  -0.567
N: -1.487 -0.092 -0.577  0.078
H: -2.557 -2.390 -4.709  0.267
H: -3.263 -1.016 -5.782  0.277
H: -1.051 0.142 -4.834  0.349
H: -3.546 0.944 -1.629  0.738
H: -3.852 1.151 -3.368  0.367
H: -2.661 3.175 -3.383  0.418
H: -1.202 2.302 -2.911  0.442
H: -1.626 2.717 -0.453  0.269
H: -1.739 4.213 -1.375  0.347
H: -4.332 2.668 -0.700  0.365
H: -3.552 3.792 0.417  0.325
H: -4.409 4.641 -3.431  0.440
H: 0.720 -3.583 -0.779  0.416
H: 1.587 -2.560 0.429  0.206
H: 2.099 -1.385 -2.276  0.535
H: 2.212 -3.147 -2.429  0.406
H: 4.392 -2.156 -2.009  0.467
H: 3.619 -3.591 0.639  0.256
H: 5.249 -3.299 -0.055  0.392
H: 4.142 -4.351 -0.962  0.430
H: 2.946 -0.223 -0.489  0.345
H: 4.671 -0.224 -0.860  0.366
H: 5.341 -1.164 1.240  0.277
H: 3.613 -1.669 1.629  0.216
H: 4.126 1.386 1.093  0.303
H: 2.583 -0.932 3.538  0.148
H: 4.334 -1.254 3.825  0.322
H: 3.401 -0.177 4.996  0.402
H: 3.321 2.132 4.573  0.362
H: 3.648 2.911 3.002  0.331
H: 5.031 2.358 4.000  0.282
H: -1.188 -2.167 2.798  0.438
H: -2.199 -1.907 1.366  0.304
H: -1.727 0.263 3.602  0.311
H: -4.110 -1.571 3.220  0.361
H: -3.812 -0.493 4.600  0.354
H: -2.797 -1.968 4.436  0.399
H: -2.737 1.273 1.888  0.253
H: -2.104 0.594 -0.157  0.288



Entry 3:
This record from the OMol25 dataset describes C22H40BBr14ClFN2O4S as an isolated structure in a non-equilibrium geometry. The level of theory is the ωB97M-V functional and the def2-TZVPD basis.

Kohn-Sham gap = 7.216 eV
2S+1 = 1
maximum force = 9.3 eV/A
LUMO = -0.1346 Ha
total charge = +1
HOMO level = -0.3998 hartree

Last column: Mulliken charge in e.
Positions of all 86 atoms, in Å:
C: 1.050 1.807 -1.478  -0.532
C: 1.278 0.759 -0.196  0.460
N: 0.346 0.786 0.812  -0.600
C: 2.631 -0.165 -0.259  -1.020
C: 2.556 -1.569 0.585  -0.473
S: 0.938 -2.464 0.259  -0.162
C: 0.401 -2.820 2.047  0.240
O: -0.807 -3.561 2.444  -0.389
B: -1.770 -2.522 2.893  0.600
O: -3.026 -2.156 2.197  -0.434
O: -1.507 -1.795 4.182  -0.491
N: 1.335 -2.266 2.892  0.534
F: 1.453 -2.257 4.242  -0.167
C: 2.494 -1.495 2.241  -0.479
C: 3.902 -1.468 3.090  -0.457
C: 3.898 -0.058 3.988  0.436
O: 2.890 0.312 4.787  -0.427
Cl: 5.338 1.164 3.892  -0.160
H: -0.074 2.104 -1.625  0.324
H: 1.546 1.365 -2.465  0.272
H: 1.638 2.795 -1.157  -0.215
H: -0.359 1.526 0.513  0.301
H: 3.561 0.463 0.072  0.381
H: 2.808 -0.443 -1.401  0.313
H: 3.493 -2.239 0.372  0.976
H: -3.180 -2.711 1.377  0.252
H: -0.930 -1.003 3.891  0.334
H: 2.115 -0.373 2.391  0.251
H: 4.010 -2.333 3.882  0.329
H: 4.866 -1.400 2.403  0.421
Br: -1.372 -6.623 4.981  -0.125
C: -0.350 -5.200 5.840  0.121
C: 0.835 -5.758 6.593  -0.604
Br: 0.282 -6.562 8.283  -0.137
H: -1.046 -4.645 6.474  0.435
H: -0.017 -4.556 5.022  -0.437
H: 1.526 -4.957 6.874  0.356
H: 1.382 -6.526 6.039  0.393
Br: 5.288 3.580 -1.805  -0.144
C: 4.842 5.475 -1.927  -0.551
C: 3.795 5.857 -0.907  -0.601
Br: 2.020 5.267 -1.464  -0.082
H: 4.534 5.665 -2.959  0.371
H: 5.781 6.001 -1.730  0.352
H: 3.718 6.945 -0.822  0.337
H: 3.976 5.430 0.084  0.378
Br: -4.245 -1.517 -1.204  -0.151
C: -3.002 -0.278 -2.057  -0.664
C: -1.639 -0.905 -2.230  -0.762
Br: -0.657 -0.938 -0.544  0.337
H: -2.988 0.630 -1.448  0.379
H: -3.448 -0.052 -3.029  0.437
H: -1.021 -0.306 -2.905  0.400
H: -1.676 -1.935 -2.597  0.393
Br: -1.831 5.989 -1.300  -0.149
C: -1.038 7.210 -2.598  -0.649
C: -1.901 8.434 -2.795  -0.456
Br: -3.447 8.035 -3.916  -0.122
H: -0.878 6.639 -3.517  0.387
H: -0.069 7.486 -2.173  0.272
H: -1.352 9.210 -3.336  0.287
H: -2.285 8.851 -1.860  0.386
Br: -2.296 11.026 -5.978  -0.130
C: -2.905 10.643 -7.791  -0.570
C: -2.957 9.155 -8.046  -0.464
Br: -1.172 8.428 -8.351  -0.129
H: -2.238 11.178 -8.472  0.368
H: -3.906 11.079 -7.852  0.344
H: -3.510 8.940 -8.965  0.337
H: -3.396 8.586 -7.221  0.251
Br: -5.675 -10.935 3.772  -0.144
C: -4.482 -9.636 4.604  -0.542
C: -5.197 -8.333 4.875  -0.556
Br: -5.408 -7.290 3.239  -0.128
H: -3.617 -9.528 3.944  0.313
H: -4.164 -10.102 5.540  0.357
H: -4.605 -7.698 5.540  0.284
H: -6.197 -8.464 5.300  0.409
Br: 2.392 -3.975 -0.903  0.033
C: 1.782 -4.359 -2.716  -0.324
C: 1.730 -5.847 -2.971  -0.683
Br: 3.516 -6.573 -3.275  -0.120
H: 2.449 -3.824 -3.397  0.445
H: 0.781 -3.923 -2.777  0.059
H: 1.177 -6.062 -3.890  0.413
H: 1.292 -6.416 -2.146  0.368